Below is C4H8N4O2 in the gas phase, with properties calculated with ωB97M-V/def2-TZVPD.

Geometry as XYZ:
```
18
Properties=species:S:1:pos:R:3:forces:R:3:nbo_charge:R:1
O -3.0681 -0.2738 0.2355 1.3 0.5 0.1 -0.385
N -2.2110 0.5933 0.1996 -0.1 -0.2 -1.1 0.228
N -1.1094 0.3503 -0.5983 -1.7 -0.5 0.4 -0.261
C -0.0813 1.4147 -0.4585 -1.5 0.0 0.0 -0.229
C 0.8336 1.0996 0.7204 -0.7 1.3 -0.2 -0.290
N 1.0745 -0.3138 0.4911 0.2 -0.5 2.2 -0.246
N 2.2185 -0.7276 -0.0419 -0.1 0.0 -0.3 0.242
O 2.9962 0.1525 -0.3447 0.3 -0.2 0.1 -0.412
C -0.0028 -1.3093 0.5267 0.5 -2.8 1.8 -0.259
C -0.7414 -1.1096 -0.7619 -1.6 0.4 -0.6 -0.278
H 0.5422 1.2996 -1.3146 0.3 0.3 -1.0 0.210
H -0.6506 2.3823 -0.4928 0.8 -0.8 0.3 0.237
H 1.7827 1.6221 0.5652 -0.2 -0.2 0.2 0.257
H 0.3880 1.4634 1.6917 0.4 -1.3 -0.7 0.227
H 0.4549 -2.3546 0.6735 -0.2 1.5 -0.8 0.238
H -0.6904 -1.3151 1.4319 0.9 1.0 -1.0 0.232
H -1.7273 -1.7160 -0.9465 2.1 1.2 0.5 0.264
H -0.0082 -1.2579 -1.5765 -0.7 0.3 0.1 0.223
```
Positions in Å, forces in eV/Å.

Computed properties:
* electronic energy: -526.53931 hartree
* HOMO level: -9.36 eV
* HOMO-LUMO gap: 9.953 eV
* spin multiplicity: 1
* net charge: 0
* SMILES string: O=NN1CCN(N=O)CC1
* energy relative to the best compared isomer or geometry (same formula, charge and spin): 120.8 kcal per mole
* LUMO: 0.6 eV